{"formula": "C18H17GeN7NiS", "method": "wB97M-V/def2-TZVPD", "symbols": ["Ni", "S", "N", "C", "C", "C", "C", "C", "N", "C", "C", "N", "C", "C", "C", "C", "C", "N", "H", "H", "H", "H", "H", "H", "C", "Ge", "C", "C", "C", "H", "H", "H", "H", "H", "H", "H", "H", "H", "H", "H", "N", "C", "N", "C", "N"], "coordinates": [[-0.591, -0.358, 0.727], [3.162, -4.187, -4.410], [1.584, -3.895, -4.246], [1.441, -3.178, -3.145], [0.181, -2.686, -2.618], [-1.060, -2.925, -3.207], [-2.184, -2.405, -2.608], [-2.048, -1.635, -1.456], [-0.872, -1.389, -0.891], [0.230, -1.930, -1.450], [1.489, -1.682, -0.754], [1.387, -0.992, 0.392], [2.495, -0.713, 1.063], [3.759, -1.117, 0.628], [3.867, -1.843, -0.535], [2.705, -2.140, -1.253], [2.671, -2.905, -2.485], [3.719, -3.424, -3.102], [-1.117, -3.513, -4.114], [-3.168, -2.570, -3.022], [-2.905, -1.183, -0.978], [2.387, -0.154, 1.980], [4.625, -0.860, 1.221], [4.824, -2.188, -0.901], [-2.598, 2.674, 2.984], [-2.039, 2.605, 1.113], [-0.275, 3.419, 0.855], [-3.329, 3.687, 0.095], [-2.081, 0.804, 0.352], [-2.603, 3.710, 3.326], [-1.940, 2.100, 3.634], [-3.611, 2.281, 3.084], [-0.323, 4.498, 1.011], [0.069, 3.241, -0.166], [0.463, 3.012, 1.543], [-3.348, 4.713, 0.465], [-4.334, 3.274, 0.184], [-3.064, 3.713, -0.963], [-2.058, 0.911, -0.739], [-3.034, 0.325, 0.612], [-0.203, 0.313, 2.414], [0.474, 0.847, 3.200], [1.164, 1.454, 4.092], [2.472, 1.236, 4.051], [3.616, 1.053, 4.021]], "nbo_charge": [0.89, 0.94, -0.61, 0.18, -0.11, -0.10, -0.24, 0.09, -0.44, 0.17, 0.24, -0.49, 0.09, -0.23, -0.11, -0.11, 0.10, -0.59, 0.24, 0.24, 0.24, 0.24, 0.25, 0.24, -1.08, 1.62, -1.09, -1.09, -1.14, 0.23, 0.24, 0.23, 0.23, 0.22, 0.23, 0.23, 0.22, 0.22, 0.19, 0.20, -0.66, 0.60, -0.67, 0.43, -0.48], "e_tot_ha": -5062.84734, "e_above_lowest_kcal_mol": 0.79, "total_charge": 0, "lumo_energy_ev": -1.33}

{"formula": "CH9NO4", "method": "wB97M-V/def2-TZVPD", "symbols": ["N", "C", "O", "H", "H", "H", "O", "H", "H", "O", "H", "H", "O", "H", "H"], "coordinates": [[0.485, -2.301, -0.883], [0.413, -2.229, 0.488], [-0.174, -1.357, 1.182], [0.616, -3.159, -1.251], [-0.124, -1.630, -1.444], [0.833, -3.054, 1.017], [0.322, 1.391, 1.830], [-0.525, 1.661, 2.255], [0.089, 0.452, 1.672], [-0.816, 0.449, -1.849], [-1.624, 0.619, -1.295], [-0.730, 1.363, -2.180], [-0.017, 2.995, -0.516], [0.881, 2.920, -0.994], [0.191, 2.485, 0.297]], "nbo_charge": [-0.80, 0.54, -0.67, 0.38, 0.43, 0.12, -0.97, 0.47, 0.51, -0.96, 0.48, 0.49, -0.98, 0.46, 0.50], "e_tot_ha": -399.21964, "e_above_lowest_kcal_mol": 20.02, "total_charge": 0, "smiles": "NC=O.O.O.O", "lumo_energy_ev": 0.75}

{"formula": "C6H13HgO3", "method": "wB97M-V/def2-TZVPD", "symbols": ["H", "C", "H", "H", "H", "C", "H", "O", "C", "H", "H", "O", "C", "H", "O", "C", "C", "H", "H", "H", "H", "Hg", "H"], "coordinates": [[-2.597, 1.506, -0.773], [-2.352, 1.062, 0.207], [-1.738, -0.237, -1.987], [-3.294, 0.756, 0.691], [-1.845, 1.815, 0.824], [-1.747, -0.854, -1.068], [-2.756, -1.297, -0.988], [-1.475, -0.028, 0.059], [-0.660, -1.921, -1.146], [-0.821, -2.442, -2.120], [0.292, -1.345, -1.264], [-0.556, -2.769, -0.072], [2.125, -1.027, 1.471], [2.299, -1.519, 2.430], [1.871, 0.684, -0.134], [1.786, 0.241, 1.136], [1.920, 2.088, -0.330], [0.906, 2.507, -0.258], [2.340, 2.258, -1.326], [1.692, 0.998, 1.925], [2.551, 2.561, 0.438], [-0.507, -1.376, 1.590], [2.567, -1.660, 0.697]], "mulliken_spin": [0.00, 0.00, 0.00, 0.00, 0.00, 0.01, 0.00, -0.02, 0.02, 0.01, 0.00, 0.13, 0.00, 0.00, 0.01, 0.05, 0.00, 0.00, 0.00, 0.00, 0.00, 0.82, -0.01], "e_tot_ha": -615.38743, "e_above_lowest_kcal_mol": 0.00, "total_charge": 0, "spin_multiplicity": 2, "lumo_energy_ev": [0.66, -0.69]}

{"formula": "C30H37BBrIN9OPRhSe", "method": "wB97M-V/def2-TZVPD", "symbols": ["Rh", "C", "C", "C", "C", "N", "N", "B", "N", "C", "C", "C", "C", "N", "N", "C", "C", "C", "C", "N", "N", "C", "C", "C", "C", "N", "H", "H", "H", "H", "H", "H", "H", "H", "H", "H", "H", "H", "H", "H", "H", "H", "H", "H", "H", "H", "C", "P", "C", "C", "O", "H", "H", "H", "H", "H", "H", "H", "H", "H", "Se", "C", "C", "C", "N", "C", "C", "H", "H", "H", "H", "Br", "C", "C", "C", "C", "C", "C", "I", "H", "H", "H", "H"], "coordinates": [[0.653, 0.386, -0.282], [1.614, -3.029, 0.587], [0.755, -2.717, -0.583], [0.287, -3.648, -1.501], [-0.438, -2.930, -2.427], [-0.409, -1.645, -2.079], [0.316, -1.492, -0.943], [-0.941, -0.421, -2.855], [0.331, 0.393, -3.229], [0.880, 0.661, -4.412], [2.022, 1.398, -4.220], [2.154, 1.539, -2.847], [3.304, 2.290, -2.254], [1.121, 0.905, -2.232], [-1.761, 0.463, -1.902], [-2.978, 0.974, -2.103], [-3.285, 1.789, -1.036], [-2.178, 1.738, -0.194], [-2.000, 2.529, 1.050], [-1.265, 0.905, -0.726], [-1.837, -0.852, -3.980], [-1.994, -0.529, -5.295], [-3.086, -1.199, -5.768], [-3.573, -1.930, -4.662], [-4.766, -2.830, -4.605], [-2.831, -1.715, -3.592], [1.286, -3.964, 1.040], [1.586, -2.241, 1.332], [2.645, -3.180, 0.270], [0.451, -4.712, -1.477], [-0.979, -3.246, -3.302], [0.437, 0.316, -5.326], [2.678, 1.799, -4.973], [3.679, 2.974, -3.013], [4.125, 1.629, -1.984], [3.049, 2.893, -1.390], [-3.539, 0.725, -2.988], [-4.187, 2.356, -0.879], [-2.938, 2.572, 1.603], [-1.736, 3.554, 0.787], [-1.226, 2.118, 1.690], [-1.371, 0.178, -5.809], [-3.485, -1.171, -6.767], [-5.185, -2.976, -5.597], [-5.540, -2.403, -3.967], [-4.499, -3.803, -4.193], [-1.326, -2.524, 2.044], [-0.906, -0.862, 2.560], [-2.485, -0.043, 2.738], [-0.220, -0.972, 4.209], [0.087, -0.138, 1.649], [-2.167, -2.878, 2.640], [-0.487, -3.199, 2.194], [-1.611, -2.526, 0.991], [-3.121, -0.649, 3.385], [-2.968, 0.064, 1.765], [-2.359, 0.937, 3.193], [-0.795, -1.691, 4.795], [-0.269, -0.001, 4.702], [0.817, -1.303, 4.169], [3.104, 0.176, 0.177], [3.967, -0.967, 1.418], [5.042, -1.694, 0.929], [5.700, -2.532, 1.827], [5.377, -2.635, 3.109], [4.371, -1.888, 3.565], [3.624, -1.041, 2.762], [5.364, -1.627, -0.101], [6.533, -3.138, 1.489], [4.151, -1.978, 4.622], [2.817, -0.449, 3.170], [-0.200, 5.951, 1.039], [0.017, 4.854, 2.551], [-0.449, 5.316, 3.777], [-0.306, 4.543, 4.918], [0.315, 3.303, 4.856], [0.793, 2.833, 3.644], [0.628, 3.607, 2.503], [1.454, 2.890, 0.721], [-0.919, 6.289, 3.828], [-0.669, 4.923, 5.863], [0.446, 2.713, 5.754], [1.303, 1.881, 3.580]], "mulliken_spin": [0.04, 0.02, -0.01, 0.00, 0.00, 0.00, -0.02, 0.01, 0.00, 0.00, 0.00, -0.01, 0.01, 0.01, 0.00, 0.00, 0.00, 0.00, 0.00, -0.01, 0.00, 0.00, 0.00, 0.00, 0.00, 0.00, 0.00, 0.00, 0.00, 0.00, 0.00, 0.00, 0.00, 0.00, 0.00, -0.01, 0.00, 0.00, 0.00, 0.00, 0.00, 0.00, 0.00, 0.00, 0.00, 0.00, 0.00, 0.00, 0.00, 0.00, 0.01, 0.00, 0.00, 0.00, 0.00, 0.00, 0.00, 0.00, 0.00, 0.00, 0.79, 0.03, 0.02, -0.01, 0.04, -0.01, 0.01, 0.00, 0.00, 0.00, 0.00, 0.00, -0.01, 0.00, 0.00, 0.00, 0.01, 0.01, 0.08, 0.00, 0.00, 0.00, -0.01], "e_tot_ha": -7482.97529, "e_above_lowest_kcal_mol": 10.07, "total_charge": 2, "spin_multiplicity": 2, "lumo_energy_ev": [-6.53, -8.25]}

{"formula": "C19H22N2O5S", "method": "wB97M-V/def2-TZVPD", "symbols": ["C", "C", "O", "C", "C", "C", "C", "C", "C", "N", "C", "O", "C", "C", "C", "C", "S", "O", "O", "N", "C", "C", "O", "C", "C", "C", "C", "H", "H", "H", "H", "H", "H", "H", "H", "H", "H", "H", "H", "H", "H", "H", "H", "H", "H", "H", "H", "H", "H"], "coordinates": [[1.015, 0.249, 3.288], [1.359, 1.000, 2.012], [1.808, 0.044, 1.064], [2.356, 0.485, -0.099], [2.242, 1.782, -0.583], [2.868, 2.150, -1.763], [3.627, 1.236, -2.470], [3.739, -0.062, -2.003], [3.100, -0.454, -0.837], [3.251, -1.774, -0.372], [2.302, -2.605, 0.136], [2.605, -3.623, 0.723], [0.881, -2.238, -0.146], [0.493, -1.758, -1.394], [-0.837, -1.464, -1.635], [-1.768, -1.651, -0.631], [-3.472, -1.164, -0.930], [-4.323, -1.916, -0.058], [-3.698, -1.187, -2.343], [-3.610, 0.427, -0.461], [-3.679, 0.734, 0.948], [-2.299, 1.110, 1.493], [-1.713, 2.152, 0.737], [-1.580, 1.801, -0.626], [-2.936, 1.437, -1.242], [-1.406, -2.173, 0.597], [-0.077, -2.477, 0.835], [0.223, -0.469, 3.098], [0.687, 0.951, 4.049], [1.888, -0.289, 3.649], [0.479, 1.535, 1.635], [2.156, 1.731, 2.203], [1.671, 2.515, -0.037], [2.768, 3.164, -2.120], [4.129, 1.528, -3.379], [4.330, -0.788, -2.542], [4.200, -2.121, -0.293], [1.222, -1.626, -2.179], [-1.171, -1.103, -2.595], [-4.081, -0.144, 1.452], [-4.368, 1.576, 1.080], [-2.374, 1.489, 2.514], [-1.642, 0.228, 1.476], [-1.157, 2.677, -1.121], [-0.880, 0.956, -0.725], [-2.823, 1.046, -2.252], [-3.573, 2.328, -1.268], [-2.172, -2.350, 1.336], [0.239, -2.897, 1.778]], "nbo_charge": [-0.62, -0.07, -0.52, 0.28, -0.24, -0.21, -0.23, -0.21, 0.09, -0.62, 0.67, -0.59, -0.12, -0.13, -0.22, -0.35, 2.33, -0.94, -0.94, -0.67, -0.26, -0.09, -0.54, -0.09, -0.26, -0.16, -0.18, 0.21, 0.22, 0.22, 0.19, 0.18, 0.22, 0.22, 0.22, 0.22, 0.41, 0.22, 0.24, 0.24, 0.21, 0.20, 0.17, 0.20, 0.17, 0.24, 0.21, 0.23, 0.24], "e_tot_ha": -1621.10990, "e_above_lowest_kcal_mol": 45.74, "total_charge": 0, "smiles": "CCOc1ccccc1NC(=O)c1ccc(S(=O)(=O)N2CCOCC2)cc1", "lumo_energy_ev": 0.11}

{"formula": "C2HBrS", "method": "wB97M-V/def2-TZVPD", "symbols": ["S", "C", "C", "Br", "H"], "coordinates": [[-1.554, 0.488, 0.508], [-0.160, 0.606, -0.233], [1.525, 0.338, -0.832], [2.287, -0.702, 0.467], [-2.097, -0.730, 0.091]], "nbo_charge": [0.35, -0.39, -0.14, 0.12, 0.06], "e_tot_ha": -3048.74663, "e_above_lowest_kcal_mol": 28.01, "total_charge": 0, "smiles": "SC#CBr", "lumo_energy_ev": -0.81}